The molecule C5H7NO. Source: the OMol25 dataset; level of theory: ωB97M-V/def2-TZVPD.

## Properties
- LUMO: 0.903 eV
- Relative energy (zero: lowest compared OMol25 entry of this formula, charge and spin): 94.99 kcal per mole
- Energy: -324.57309 Eh
- E_HOMO: -0.3008 Eh

The geometry in ORCA input format:
```
! RIJCOSX wB97M-V def2-TZVPD def2/J DEFGRID3
* xyz 0 1
C 1.75 -0.30 -0.06
C 0.95 -1.00 0.73
C -0.29 -0.46 1.39
O -0.65 0.84 0.94
C -1.47 0.80 -0.15
N -1.05 1.07 -1.31
C -0.63 1.49 -2.41
H 1.55 0.74 -0.28
H 2.64 -0.74 -0.50
H 1.18 -2.05 0.95
H -0.14 -0.38 2.47
H -1.13 -1.15 1.24
H -2.49 0.48 0.00
H -0.22 0.65 -3.01
*
```

---

A structure of composition C6H7NO at a distorted geometry. Source: the OMol25 dataset; level of theory: ωB97M-V/def2-TZVPD.

## Properties
- LUMO: 0.072 eV
- Relative energy (zero: lowest compared OMol25 entry of this formula, charge and spin): 150.08 kcal per mole
- Energy: -362.57431 Eh
- E_HOMO: -0.3706 Eh

The geometry in ORCA input format:
```
! RIJCOSX wB97M-V def2-TZVPD def2/J DEFGRID3
* xyz 0 1
C -3.19 0.46 -0.05
C -1.87 -0.17 -0.10
C -0.85 -0.54 -0.57
C 0.51 -0.79 -0.95
C 1.62 -0.31 -0.16
C 1.62 0.76 0.89
H -3.98 0.71 -1.02
H 0.78 0.02 -1.81
H 0.68 -1.75 -1.12
H 2.64 -0.46 -1.05
H 2.65 1.20 0.94
H 0.68 1.37 1.25
H 0.56 -0.80 1.43
N 1.64 -0.80 1.36
O -3.50 1.11 0.96
*
```

---

A structure of composition C21H35N5O5PS5Tm at a distorted geometry. Source: the OMol25 dataset; level of theory: ωB97M-V/def2-TZVPD.

## Properties
- LUMO (alpha / beta): -0.688 / -0.688 eV
- Relative energy (zero: lowest compared OMol25 entry of this formula, charge and spin): 7.96 kcal per mole
- Energy: -4888.79277 Eh
- E_HOMO (alpha / beta): -0.2530 / -0.2530 Eh

The geometry in ORCA input format:
```
! RIJCOSX wB97M-V def2-TZVPD def2/J DEFGRID3
* xyz 0 3
Tm 13.06 13.23 8.58
C 16.41 12.56 7.88
N 15.72 13.50 8.82
C 16.29 13.16 10.18
C 16.18 14.86 8.47
C 15.19 15.96 9.05
N 13.88 15.92 8.43
C 13.99 16.39 7.04
C 13.07 16.86 9.23
H 17.48 12.72 7.95
H 16.09 12.81 6.87
H 16.16 11.49 8.08
H 17.39 13.11 10.14
H 15.83 12.22 10.50
H 15.91 13.92 10.83
H 16.16 14.91 7.39
H 17.21 15.04 8.79
H 15.68 16.93 8.93
H 15.14 15.78 10.14
H 14.44 17.38 7.06
H 12.95 16.46 6.70
H 14.56 15.68 6.37
H 13.57 17.87 9.25
H 13.08 16.49 10.25
H 12.10 16.92 8.79
O 10.65 6.73 10.68
C 11.02 7.80 10.27
S 12.73 8.18 10.03
C 12.50 9.77 9.33
C 11.24 10.21 9.26
S 10.77 11.73 8.50
S 10.00 9.15 9.91
S 13.91 10.67 8.77
O 11.39 14.60 9.72
C 10.85 14.92 8.65
O 11.31 14.54 7.51
C 9.65 15.78 8.66
C 9.05 16.07 9.90
C 7.94 16.91 9.93
C 7.48 17.40 8.73
C 8.06 17.14 7.52
C 9.13 16.27 7.52
N 6.36 18.37 8.78
O 5.95 18.78 7.72
O 5.98 18.70 9.89
H 9.47 15.68 10.80
H 7.43 17.16 10.84
H 7.72 17.54 6.62
H 9.62 16.07 6.58
C 12.71 14.55 12.62
P 13.07 12.96 11.73
C 11.58 11.95 12.26
C 14.35 12.11 12.72
H 12.76 14.45 13.72
H 11.72 14.89 12.38
H 13.43 15.31 12.30
H 11.66 11.72 13.32
H 11.55 11.06 11.65
H 10.68 12.52 12.07
H 14.02 12.13 13.78
H 15.28 12.67 12.76
H 14.48 11.12 12.27
C 11.59 9.49 5.72
N 12.59 10.56 5.83
C 12.35 11.83 5.63
N 11.26 12.29 5.05
S 13.59 13.00 5.93
H 12.02 8.62 6.16
H 11.29 9.31 4.67
H 10.71 9.67 6.34
H 13.36 10.32 6.49
H 10.43 11.73 5.07
H 11.17 13.29 5.19
*
```

---

The molecule C10H17N3O3S. Source: the OMol25 dataset; level of theory: ωB97M-V/def2-TZVPD.

## Properties
- LUMO: 0.531 eV
- Relative energy (zero: lowest compared OMol25 entry of this formula, charge and spin): 0.00 kcal per mole
- Energy: -1179.47064 Eh
- E_HOMO: -0.2933 Eh

The geometry in ORCA input format:
```
! RIJCOSX wB97M-V def2-TZVPD def2/J DEFGRID3
* xyz 0 1
C 3.55 0.72 0.66
C 2.51 1.51 1.43
N 1.17 1.03 1.17
C 0.44 1.48 0.13
S 0.95 2.76 -0.79
N -0.76 0.89 -0.15
C -1.57 1.52 -1.18
C -2.85 0.75 -1.45
N -3.55 0.55 -0.20
C -2.91 0.24 0.94
O -3.47 0.12 2.01
C -1.41 -0.03 0.76
C -1.29 -1.51 0.32
C 0.16 -1.93 0.17
O 1.00 -1.81 1.02
O 0.39 -2.44 -1.03
C 1.73 -2.85 -1.31
H 4.55 1.06 0.92
H 3.41 0.86 -0.41
H 3.47 -0.34 0.89
H 2.55 2.56 1.15
H 2.68 1.42 2.51
H 1.02 0.08 1.50
H -1.81 2.55 -0.88
H -0.97 1.58 -2.10
H -2.63 -0.21 -1.92
H -3.48 1.32 -2.13
H -4.54 0.74 -0.14
H -0.97 0.07 1.76
H -1.80 -1.70 -0.62
H -1.74 -2.13 1.11
H 2.37 -1.97 -1.41
H 1.69 -3.40 -2.24
H 2.11 -3.47 -0.50
*
```

---

A cluster of 2 separate species, C7H12N2S in total at a distorted geometry. Source: the OMol25 dataset; level of theory: ωB97M-V/def2-TZVPD.

## Properties
- LUMO: 0.729 eV
- Relative energy (zero: lowest compared OMol25 entry of this formula, charge and spin): 63.54 kcal per mole
- Energy: -781.52794 Eh
- E_HOMO: -0.2417 Eh

The geometry in ORCA input format:
```
! RIJCOSX wB97M-V def2-TZVPD def2/J DEFGRID3
* xyz 0 1
C -0.75 -2.71 0.67
C 1.55 0.83 -1.68
C 0.14 0.94 -2.27
C 1.29 0.34 -0.30
C -0.76 1.02 -1.03
C 0.33 -0.36 2.33
C -0.55 -0.01 1.17
N -0.12 -2.83 -0.28
N 0.03 0.43 0.04
S -2.17 0.62 1.53
H 2.18 0.14 -2.25
H 2.06 1.80 -1.67
H 0.02 1.82 -2.91
H -0.09 0.06 -2.85
H -1.36 -2.65 1.53
H 2.05 -0.05 0.35
H -1.00 2.05 -0.76
H -1.70 0.47 -1.15
H -0.28 -0.62 3.19
H 0.99 0.47 2.62
H 0.97 -1.21 2.09
H -2.81 -0.56 1.61
*
```

---

A cluster of 11 separate species, C42H109N15O11 in total at a distorted geometry. Source: the OMol25 dataset; level of theory: ωB97M-V/def2-TZVPD.

## Properties
- LUMO: 0.251 eV
- Relative energy (zero: lowest compared OMol25 entry of this formula, charge and spin): 144.51 kcal per mole
- Energy: -3314.32802 Eh
- E_HOMO: -0.2941 Eh

The geometry in ORCA input format:
```
! RIJCOSX wB97M-V def2-TZVPD def2/J DEFGRID3
* xyz 0 1
C -2.56 -0.37 -2.01
C -3.38 0.73 -1.18
C -4.87 0.23 -1.34
C -3.09 0.71 0.34
C -1.81 1.51 0.70
C -1.98 2.95 0.28
C -2.18 3.02 -1.22
C -2.54 4.55 -1.50
C -0.83 2.78 -1.97
N -3.25 2.16 -1.64
O -3.55 2.38 -2.99
H -2.96 -0.38 -3.02
H -1.52 -0.06 -2.07
H -2.58 -1.35 -1.52
H -4.92 -0.84 -1.13
H -5.56 0.72 -0.67
H -5.14 0.44 -2.37
H -3.96 0.97 0.94
H -2.89 -0.32 0.65
H -1.74 1.56 1.78
H -0.88 1.07 0.32
H -1.03 3.43 0.53
H -2.72 3.40 0.95
H -1.65 5.16 -1.33
H -3.32 4.99 -0.89
H -2.95 4.86 -2.46
H -0.38 1.84 -1.62
H -0.11 3.49 -1.56
H -1.04 2.80 -3.03
H -4.50 2.56 -3.07
C 5.84 -8.49 1.29
C 5.97 -7.77 2.67
C 6.35 -8.86 3.65
C 7.12 -6.64 2.67
C 6.92 -5.61 3.73
C 5.53 -5.05 3.73
C 4.43 -6.09 3.87
C 4.19 -6.57 5.34
C 3.10 -5.41 3.54
N 4.63 -7.14 2.85
O 3.57 -8.10 2.83
H 6.80 -8.79 0.88
H 5.19 -9.36 1.38
H 5.36 -7.83 0.55
H 7.32 -9.24 3.30
H 6.38 -8.46 4.66
H 5.74 -9.76 3.74
H 8.08 -7.14 2.83
H 7.12 -6.18 1.68
H 7.05 -6.10 4.70
H 7.59 -4.76 3.66
H 5.38 -4.44 2.84
H 5.52 -4.41 4.61
H 5.08 -7.11 5.66
H 3.43 -7.34 5.39
H 3.84 -5.88 6.10
H 2.89 -4.53 4.15
H 2.23 -6.05 3.72
H 3.20 -5.07 2.51
H 3.26 -7.98 1.93
C 10.16 -6.63 -4.58
O 8.74 -6.43 -4.77
C 8.46 -5.85 -5.95
C 6.89 -5.69 -6.05
C 6.36 -4.65 -5.01
N 6.16 -6.91 -5.97
H 10.51 -7.52 -5.10
H 10.38 -6.69 -3.52
H 10.88 -5.94 -5.03
H 8.90 -4.86 -6.07
H 8.75 -6.48 -6.79
H 6.67 -5.22 -7.02
H 5.27 -4.59 -5.10
H 6.73 -3.64 -5.21
H 6.55 -4.97 -3.99
H 6.45 -7.35 -5.11
H 5.20 -6.73 -5.73
C -7.23 -7.29 -10.64
O -6.55 -7.18 -9.37
C -5.31 -7.69 -9.25
C -4.25 -6.70 -9.84
C -2.84 -6.95 -9.25
N -4.48 -5.31 -9.58
H -6.59 -7.12 -11.50
H -8.18 -6.76 -10.75
H -7.50 -8.34 -10.73
H -5.22 -7.77 -8.17
H -5.15 -8.71 -9.60
H -4.22 -6.74 -10.93
H -2.94 -7.04 -8.17
H -2.15 -6.11 -9.39
H -2.41 -7.89 -9.59
H -5.47 -5.17 -9.71
H -4.29 -5.20 -8.59
C 6.57 9.42 -3.89
O 7.77 9.64 -4.53
C 8.87 8.86 -4.06
C 10.12 9.17 -4.88
C 10.57 10.61 -4.77
N 9.89 8.86 -6.26
H 6.65 9.33 -2.80
H 6.21 8.47 -4.28
H 5.84 10.14 -4.25
H 8.88 8.76 -2.98
H 8.42 7.90 -4.32
H 10.99 8.56 -4.64
H 10.05 11.31 -5.42
H 11.62 10.81 -4.97
H 10.48 11.08 -3.79
H 10.57 9.34 -6.82
H 8.99 9.18 -6.57
C -6.95 -8.37 5.07
O -7.04 -8.91 3.78
C -6.22 -8.12 2.88
C -6.28 -8.58 1.41
C -7.64 -8.41 0.71
N -5.80 -9.88 1.34
H -7.62 -9.02 5.62
H -7.37 -7.38 5.20
H -5.97 -8.28 5.54
H -6.37 -7.05 3.01
H -5.19 -8.26 3.20
H -5.56 -7.88 0.99
H -7.73 -7.37 0.42
H -8.50 -8.62 1.34
H -7.83 -8.96 -0.21
H -4.96 -9.84 1.89
H -6.31 -10.26 2.13
C -6.94 8.80 9.43
O -7.82 8.51 8.29
C -7.48 9.11 7.04
C -8.37 8.57 5.91
C -7.84 8.99 4.50
N -9.76 8.96 6.11
H -7.18 9.75 9.89
H -5.90 9.02 9.18
H -7.07 7.94 10.09
H -7.51 10.19 6.95
H -6.45 8.84 6.83
H -8.56 7.50 5.96
H -8.50 8.74 3.67
H -6.86 8.53 4.39
H -7.72 10.07 4.48
H -9.94 8.45 6.96
H -9.80 9.90 6.48
N 8.31 5.13 3.08
C 7.55 6.12 2.95
N 8.17 7.26 3.14
O 6.38 6.09 2.67
H 9.31 5.25 3.17
H 7.96 4.29 2.64
H 9.16 7.33 3.33
H 7.67 8.13 3.27
N 0.39 9.48 4.76
C 0.05 10.70 4.78
N 1.02 11.46 5.07
O -1.08 11.16 4.51
H -0.21 8.78 4.34
H 1.35 9.23 4.97
H 1.97 11.14 5.17
H 0.84 12.44 5.24
N -10.06 3.98 -1.90
C -10.44 4.18 -3.14
N -11.59 4.77 -3.14
O -9.78 3.72 -4.10
H -10.74 4.28 -1.21
H -9.12 3.71 -1.65
H -12.02 4.91 -2.24
H -12.08 5.05 -3.98
N -2.05 3.02 8.29
C -1.44 4.19 8.07
N -2.35 5.05 7.84
O -0.26 4.42 8.09
H -3.02 2.91 8.03
H -1.56 2.13 8.36
H -2.08 6.01 7.70
H -3.19 4.87 8.37
*
```

---

A structure of composition C29H22F11N4OOsSSi at a distorted geometry. Source: the OMol25 dataset; level of theory: ωB97M-V/def2-TZVPD.

## Properties
- LUMO: -4.501 eV
- Relative energy (zero: lowest compared OMol25 entry of this formula, charge and spin): 27.61 kcal per mole
- Energy: -3289.29852 Eh
- E_HOMO: -0.4187 Eh

The geometry in ORCA input format:
```
! RIJCOSX wB97M-V def2-TZVPD def2/J DEFGRID3
* xyz 1 1
Os -0.36 0.75 0.19
F -2.83 5.21 -1.69
C -2.26 4.58 -0.67
C -1.74 3.31 -0.86
C -1.13 2.66 0.20
C -1.03 3.29 1.45
C -1.61 4.55 1.59
F -1.57 5.19 2.78
C -2.22 5.22 0.56
C -0.28 2.58 2.50
C 0.00 3.07 3.78
C 0.78 2.32 4.64
C 1.28 1.09 4.23
C 0.95 0.65 2.96
N 0.19 1.37 2.12
H -1.82 2.86 -1.84
H -2.65 6.20 0.70
H -0.38 4.02 4.08
H 1.00 2.69 5.63
H 1.91 0.48 4.86
H 1.31 -0.30 2.59
C 2.88 -5.25 -0.30
Si 1.52 -4.39 -1.22
C 0.23 -5.61 -1.78
C 2.20 -3.43 -2.66
C 0.65 -3.30 0.07
C 0.01 -3.91 1.15
C -0.72 -3.19 2.10
C -0.82 -1.83 1.96
N -0.20 -1.22 0.93
C 0.51 -1.91 0.05
S 1.17 -0.70 -1.01
H 3.39 -5.97 -0.95
H 2.49 -5.81 0.56
H 3.63 -4.55 0.07
H 0.66 -6.31 -2.50
H -0.61 -5.11 -2.25
H -0.15 -6.20 -0.94
H 2.63 -4.14 -3.36
H 2.98 -2.73 -2.37
H 1.42 -2.87 -3.19
H 0.07 -4.99 1.25
H -1.20 -3.68 2.93
H -1.39 -1.21 2.63
F -2.42 -2.27 -0.41
C -2.63 -1.83 -1.67
F -1.61 -2.29 -2.41
F -3.75 -2.39 -2.11
C -2.65 -0.26 -1.69
O -1.39 0.22 -1.50
C -3.14 0.22 -3.08
F -2.45 -0.38 -4.06
F -2.96 1.54 -3.21
F -4.44 -0.04 -3.27
C -3.64 0.19 -0.57
F -4.70 -0.59 -0.43
F -4.07 1.44 -0.75
F -2.96 0.16 0.62
N 5.66 2.49 1.52
C 4.72 2.54 0.86
C 3.53 2.62 0.05
C 3.45 3.47 -1.04
C 2.28 3.46 -1.79
C 1.24 2.65 -1.40
N 1.31 1.85 -0.31
C 2.45 1.82 0.38
H 4.28 4.10 -1.31
H 2.18 4.08 -2.66
H 0.32 2.61 -1.96
H 2.51 1.14 1.21
*
```

---

A cluster of 2 separate species, C4H9N3O in total at a distorted geometry. Source: the OMol25 dataset; level of theory: ωB97M-V/def2-TZVPD.

## Properties
- LUMO: 0.687 eV
- Relative energy (zero: lowest compared OMol25 entry of this formula, charge and spin): 23.40 kcal per mole
- Energy: -397.31336 Eh
- E_HOMO: -0.3553 Eh

The geometry in ORCA input format:
```
! RIJCOSX wB97M-V def2-TZVPD def2/J DEFGRID3
* xyz 0 1
H 2.14 1.61 2.29
N 1.70 2.41 1.87
C 0.89 2.18 0.94
N 0.21 3.17 0.33
N 0.63 0.86 0.42
C 0.36 0.89 -0.76
O 0.12 1.10 -1.87
H -0.35 3.03 -0.49
H 0.40 4.11 0.63
C -0.16 -2.20 -0.82
C -1.37 -2.64 -0.01
H 0.49 -1.56 -0.23
H 0.42 -3.07 -1.14
H -0.46 -1.66 -1.71
H -1.97 -1.78 0.27
H -1.99 -3.32 -0.59
H -1.06 -3.14 0.90
*
```

---

Which formula does entry 7 have?
C29H22F11N4OOsSSi